34
Properties=species:S:1:pos:R:3 method="wB97M-V/def2-TZVPD" e_homo_ev=-4.998 total_charge=-1 relative_energy_kcal_mol=11.2 e_lumo_ev=1.939
K 0.25 -0.40 -0.28
O -2.73 0.27 -1.26
O -0.77 -3.95 2.37
O -1.42 1.13 0.31
O -1.12 -2.08 0.46
O -1.80 2.29 -5.63
O -6.13 -1.79 4.13
O -6.31 0.08 3.06
O -2.65 -4.87 2.90
N -1.98 -3.93 2.50
N 1.32 0.19 -2.76
N -2.43 2.10 -3.46
N -5.73 -0.97 3.31
C -2.69 -2.70 2.14
C -2.90 -0.61 0.93
C -2.33 0.37 -0.08
C -3.86 -2.45 2.84
C -4.52 -1.27 2.58
C 0.09 0.23 -5.27
C 1.18 -0.58 -5.03
C -2.15 -1.85 1.15
C -1.61 1.87 -4.50
C 0.25 0.96 -3.00
C -0.40 1.01 -4.23
C 1.75 -0.57 -3.76
C -4.04 -0.35 1.64
H 1.59 -1.22 -5.80
H -4.59 0.57 1.47
H -0.39 0.29 -6.23
H -4.24 -3.16 3.56
H -3.26 2.62 -3.69
H -2.44 1.49 -2.62
H -0.09 1.59 -2.18
H 2.60 -1.20 -3.54

***

38
Properties=species:S:1:pos:R:3 method="wB97M-V/def2-TZVPD" e_homo_ev="-14.733 / -14.727" total_charge=+2 e_lumo_ev="-9.283 / -9.342"
W -1.35 -15.98 5.67
Te 0.55 -17.13 3.77
Br 2.54 -16.72 10.83
Br 2.89 -10.17 6.47
Se -2.72 -17.20 7.12
Se -1.60 -18.38 5.34
Se -1.78 -15.58 3.36
Se 2.41 -14.65 1.76
S -4.73 -12.61 5.65
O 1.12 -13.66 1.40
O 3.08 -14.34 3.30
O 0.88 -16.21 2.32
O 3.12 -15.51 0.68
N 0.46 -16.21 6.77
N -2.66 -14.18 5.77
N 0.50 -14.02 5.29
C 1.93 -16.40 9.09
C 1.06 -13.91 6.52
C 1.74 -12.67 6.90
C 1.99 -11.74 5.95
C -3.48 -12.36 4.47
C 1.61 -11.95 4.67
C 0.96 -17.40 7.14
C -2.44 -13.20 4.79
C 1.63 -17.54 8.35
C 1.07 -15.08 7.32
C 0.85 -13.10 4.41
C 1.67 -15.13 8.59
C -3.91 -14.00 6.26
H 2.00 -14.13 9.06
H -3.57 -11.70 3.65
H 0.47 -13.21 3.41
H 1.82 -18.52 8.76
H -1.52 -13.14 4.23
H 1.75 -11.31 3.81
H -4.35 -14.71 6.95
H 0.88 -18.25 6.47
H 2.09 -12.58 7.94

***

38
Properties=species:S:1:pos:R:3 method="wB97M-V/def2-TZVPD" e_homo_ev="-8.300 / -8.291" relative_energy_kcal_mol=13.7 e_lumo_ev="-1.585 / -1.564" spin_multiplicity=2
Co 0.12 1.02 0.46
S -2.11 1.05 0.75
O -3.22 -3.76 -3.88
O -0.69 -4.40 1.63
O 0.00 0.99 -1.58
O 0.27 -0.76 0.27
O -1.31 0.53 -3.26
O -3.01 -5.29 -2.38
O 0.24 -2.50 2.01
N -3.35 3.41 0.84
N -0.39 -3.27 1.31
N -1.06 3.47 1.12
N -2.81 -4.17 -2.82
N -0.76 0.16 -2.22
N 0.05 2.75 1.05
N 2.01 1.24 0.76
C -0.98 -1.12 -1.73
C 4.60 1.77 1.60
C 2.30 2.41 1.40
C 3.60 2.68 1.86
C 1.17 3.24 1.55
C 4.30 0.62 0.86
C -0.46 -1.52 -0.44
C -0.80 -2.83 0.00
C -2.16 2.80 0.90
C -1.56 -3.70 -0.77
C -1.76 -2.00 -2.48
C -2.02 -3.27 -2.02
C 2.99 0.40 0.47
H 5.60 1.92 1.97
H 1.19 4.23 2.00
H -2.16 -1.66 -3.43
H 3.78 3.58 2.42
H 5.06 -0.09 0.60
H -3.41 4.41 0.93
H 2.71 -0.49 -0.08
H -4.18 2.85 0.74
H -1.81 -4.68 -0.40

***

35
Properties=species:S:1:pos:R:3 method="wB97M-V/def2-TZVPD" e_homo_ev=-8.177 relative_energy_kcal_mol=0.0 e_lumo_ev=-0.083
S 0.89 3.26 2.52
S -0.49 0.07 -5.41
F -0.49 -4.47 2.40
F 0.13 -2.05 1.22
F -0.65 -2.46 6.68
F -0.93 -4.66 5.03
F -0.16 -0.02 5.61
O -0.12 0.94 -6.54
O -1.73 -0.67 -5.58
N 0.63 -1.13 -5.40
N 0.17 0.42 2.94
N 0.23 0.82 1.62
N 0.36 2.59 0.03
C -0.38 -3.31 3.13
C -0.13 -2.05 2.55
C 0.39 2.07 1.33
C -0.05 -0.91 3.39
C -0.32 0.62 -1.36
C -0.50 0.00 -2.62
C -0.60 -3.45 4.51
C -0.26 0.80 -3.77
C 0.36 2.68 -2.36
C 0.10 1.95 -1.20
C -0.49 -2.32 5.34
C -0.24 -1.06 4.79
C 0.12 2.14 -3.62
H 0.65 3.73 -2.32
H 0.24 -1.81 -6.07
H 0.15 1.16 3.66
H 0.33 2.71 -4.51
H 1.96 2.53 2.87
H -0.47 0.03 -0.50
H 0.70 3.56 0.00
H 1.46 -0.66 -5.72
H -0.85 -1.03 -2.62

***

36
Properties=species:S:1:pos:R:3 method="wB97M-V/def2-TZVPD" e_homo_ev=-14.342 total_charge=+2 e_lumo_ev=-8.181
Ta -0.14 0.81 0.72
Se -0.47 2.80 2.17
S -0.01 -5.52 -0.58
S -1.41 0.09 -1.12
S 1.52 -3.00 -0.24
S -1.31 -2.90 -1.03
S 1.84 -0.03 -0.20
F 0.85 4.39 -2.55
F 0.61 7.03 -1.92
F -0.61 5.93 2.46
F -0.11 7.77 0.57
F 0.35 2.50 -0.64
O -0.65 -0.37 2.12
N -0.99 -0.93 4.27
C -1.43 -0.89 3.07
C 0.06 -3.93 -0.61
C -2.75 -1.43 2.64
C 0.83 -1.42 -0.50
C 0.34 -0.45 4.70
C -0.25 5.53 1.25
C 0.00 6.49 0.27
C -0.49 -1.37 -0.87
C 0.37 6.12 -1.01
C -0.14 4.19 0.93
C 0.23 3.87 -0.34
C 0.49 4.77 -1.34
C -1.83 -1.53 5.35
H -2.74 -2.51 2.75
H 0.91 -0.08 3.86
H -2.93 -1.18 1.60
H -3.55 -1.03 3.26
H -2.77 -0.99 5.42
H -2.00 -2.58 5.13
H -1.28 -1.44 6.28
H 0.86 -1.29 5.16
H 0.19 0.33 5.44

***

46
Properties=species:S:1:pos:R:3 method="wB97M-V/def2-TZVPD" e_homo_ev="-4.349 / -4.768" total_charge=-1 relative_energy_kcal_mol=3.3 e_lumo_ev="1.788 / 1.424" spin_multiplicity=2
Ru -0.78 0.53 0.28
S -3.12 0.54 0.19
S -0.52 0.67 2.57
S -2.91 4.86 0.16
S -0.78 2.72 0.01
S 1.01 -4.57 -0.48
S -1.11 -2.78 -0.01
S -5.05 2.85 0.33
F 1.58 -3.65 -2.92
F -2.51 -2.55 2.18
F 2.15 -2.34 -1.29
F 3.31 -4.12 -1.71
F -2.44 -4.57 1.38
F -0.73 -3.76 2.43
O -0.22 -1.69 0.40
O -2.31 -2.40 -0.70
O 1.04 -5.92 -0.95
O -5.48 5.45 0.24
O 1.58 -4.26 0.80
N 1.26 0.65 0.30
N -0.41 -3.95 -0.76
N 1.96 0.90 1.43
N -0.31 0.12 -1.74
N 1.83 1.16 3.68
C -4.66 4.57 0.25
C 2.07 -3.62 -1.68
C -1.72 -3.46 1.60
C -0.69 -0.58 -3.97
C -1.14 -0.26 -2.70
C 1.53 -0.11 -3.23
C 1.02 0.19 -1.97
C 1.88 0.52 -0.82
C 0.66 -0.50 -4.24
C 3.36 0.65 -0.97
C -3.41 2.24 0.24
C 1.20 0.91 2.50
C -2.43 3.17 0.16
H 2.59 -0.05 -3.41
H 3.79 1.02 -0.05
H -2.19 -0.29 -2.43
H 3.80 -0.32 -1.20
H -1.40 -0.90 -4.73
H 3.60 1.33 -1.79
H 1.32 0.98 4.53
H 2.83 1.06 3.69
H 1.05 -0.74 -5.22

***

28
Properties=species:S:1:pos:R:3 method="wB97M-V/def2-TZVPD" e_homo_ev=-16.135 total_charge=+3 e_lumo_ev=-14.075
La 5.43 1.53 0.51
O 3.02 4.35 1.77
O -4.11 -3.00 -0.84
O 4.05 2.22 1.87
O 0.24 -4.47 -2.16
N -2.06 -3.98 -1.89
C -3.64 -0.07 0.47
C 2.94 2.94 1.69
C 1.80 1.10 0.19
C -0.42 -2.17 -1.10
C -2.14 -0.45 0.06
C 0.56 0.13 -0.10
C -0.91 0.54 0.37
C -2.88 -3.01 -1.12
C -4.87 0.41 0.30
C -1.89 -1.83 -0.67
C -0.60 -3.62 -1.77
C 0.83 -1.25 -0.88
C 1.51 2.21 1.36
H 2.68 0.44 0.56
H -5.93 0.86 0.15
H 1.09 1.68 2.31
H -2.30 -3.79 -2.89
H 2.11 1.69 -0.76
H 1.86 -1.57 -1.26
H -1.13 1.53 0.93
H 0.79 3.02 0.98
H 3.98 4.56 1.94

***

28
Properties=species:S:1:pos:R:3 method="wB97M-V/def2-TZVPD" e_homo_ev=-9.428 relative_energy_kcal_mol=36.1 e_lumo_ev=-1.162
O 0.91 0.17 1.50
O -1.12 1.22 -1.25
O 1.24 0.49 -4.94
N 1.95 -0.66 -1.23
N 2.58 -0.59 -3.51
N -0.72 1.19 -2.65
C -2.42 0.78 3.89
C -3.79 0.07 2.01
C 4.17 -1.48 -1.90
C -0.13 0.64 -0.50
C 2.84 -0.88 -2.26
C -0.16 0.37 0.93
C -1.38 0.36 1.73
C 1.37 0.12 -3.78
C -3.66 0.45 3.35
C 0.42 0.54 -2.71
C -1.28 0.73 3.06
C 0.77 0.13 -1.37
C -2.66 0.03 1.20
H -2.33 1.10 4.94
H -2.73 -0.27 0.19
H -4.56 0.50 3.97
H 4.84 -0.75 -1.48
H 4.03 -2.28 -1.15
H 2.20 -0.88 -0.31
H -4.75 -0.18 1.55
H -0.29 0.97 3.49
H 4.63 -1.91 -2.79

***

27
Properties=species:S:1:pos:R:3 method="wB97M-V/def2-TZVPD" e_homo_ev=-8.250 relative_energy_kcal_mol=3.2 e_lumo_ev=-0.320
S 1.35 2.34 -1.30
O -2.24 0.06 -0.23
N 1.81 1.24 -2.54
N -0.50 1.34 0.32
N 0.52 -0.17 -1.29
C 0.31 1.05 -0.67
C -2.27 -0.84 4.68
C -3.25 -0.98 3.68
C -2.97 -0.53 2.38
C 1.72 -1.15 -3.15
C 2.64 -0.89 -4.17
C -1.68 -0.04 2.02
C -0.70 -0.02 3.04
C -1.43 0.37 0.63
C 3.08 0.51 -4.40
C 2.69 1.57 -3.56
C 1.30 -0.03 -2.31
C -1.00 -0.40 4.34
H -0.20 -0.30 5.05
H 3.00 2.56 -3.72
H -4.22 -1.36 3.98
H -2.53 -1.10 5.71
H -3.80 -0.52 1.64
H 3.76 0.77 -5.20
H 0.27 0.33 2.86
H 2.93 -1.67 -4.83
H 1.38 -2.13 -2.97

***

31
Properties=species:S:1:pos:R:3 method="wB97M-V/def2-TZVPD" e_homo_ev=-9.043 relative_energy_kcal_mol=0.0 e_lumo_ev=-1.113
S 1.49 1.25 -0.39
O -0.13 -0.79 1.26
O -6.96 -0.82 0.46
O -6.79 1.08 -0.53
N 2.68 -1.07 -0.94
N 4.92 -1.72 -0.52
N 4.67 1.54 0.70
N -6.32 0.10 -0.01
N 6.26 -0.01 0.57
C -4.10 1.03 -0.46
C 5.96 1.19 0.96
C 0.16 0.13 -0.92
C 3.71 -1.92 -0.96
C 2.85 0.12 -0.41
C -2.92 -1.19 0.72
C 5.12 -0.52 0.02
C -4.88 0.00 0.06
C -0.65 -0.32 0.28
C -2.73 0.94 -0.41
C 4.09 0.46 0.10
C -2.13 -0.18 0.17
C -4.29 -1.11 0.65
H -4.92 -1.89 1.06
H 4.22 2.42 0.92
H -4.59 1.89 -0.90
H -0.43 0.62 -1.68
H 3.50 -2.88 -1.41
H 6.65 1.85 1.43
H -2.13 1.75 -0.79
H 0.70 -0.74 -1.33
H -2.43 -2.03 1.18

***

108
Properties=species:S:1:pos:R:3 method="wB97M-V/def2-TZVPD" e_homo_ev=-2.282 total_charge=-4 e_lumo_ev=5.322
S 1.97 -1.87 4.07
S -0.53 -0.35 -0.44
S 0.51 -0.82 5.90
S -1.56 -5.80 -2.73
S 7.73 0.10 -5.77
S 5.55 1.31 -5.07
S -1.54 -4.34 -4.99
S -2.39 2.35 2.81
S -3.84 0.37 3.26
S -6.91 -2.28 -2.71
S 3.05 5.29 4.76
S 4.11 6.27 2.56
S 1.09 1.55 -1.16
S -6.05 -3.21 -0.55
F 3.04 4.35 1.11
F 4.88 1.53 -2.44
F 5.25 3.41 -3.45
F -3.70 -3.56 -6.22
F 0.25 -6.08 -0.83
F -3.03 -2.06 -4.86
F 0.17 3.99 -0.58
F -3.08 0.08 -0.51
F 1.51 5.63 1.84
F -4.57 -4.24 1.35
F -3.68 -4.42 -0.61
F 8.44 -1.84 -4.11
F 2.90 6.80 7.07
F 0.29 0.80 8.02
F -6.50 -2.89 -5.30
F 4.58 7.29 5.81
F 0.40 3.63 -2.73
F -4.75 -2.09 3.14
F -1.94 -2.38 -6.76
F -7.66 -1.04 -4.97
F 2.68 6.36 0.24
F 4.57 5.44 6.96
F 1.97 -0.88 1.63
F -2.75 -1.88 2.32
F -2.33 -0.75 -2.38
F 0.20 2.42 3.45
F -3.12 -1.82 4.49
F -5.32 -5.68 -0.07
F 0.59 -2.62 1.85
F -0.69 4.28 2.79
F -1.16 3.63 4.76
F -0.91 -4.23 -0.70
F 8.13 -2.46 -6.18
F -1.10 1.30 6.43
F 1.00 1.79 6.23
F -2.60 -2.09 -0.77
F 2.72 -2.86 1.75
F 0.65 -4.42 -2.17
F -5.51 -1.13 -4.64
F 3.43 2.17 -3.87
F 2.14 4.05 -1.46
F 6.43 -2.12 -4.96
O -4.48 0.66 2.02
O -7.27 -3.90 -0.23
O 1.66 -3.13 4.68
O 5.26 6.47 1.71
O -3.40 3.24 3.38
O 1.84 1.53 0.09
O 1.61 0.95 -2.37
O 3.55 7.49 3.13
O -2.28 2.46 1.37
O 0.41 -1.29 -1.00
O 9.12 0.48 -5.80
O 2.78 3.97 5.27
O 4.79 0.08 -5.22
O -2.65 -6.42 -2.04
O -1.77 -5.54 -5.74
O -0.73 -1.58 6.05
O -0.67 -0.34 1.02
O -0.20 -3.76 -5.01
O 7.18 0.18 -7.10
O -5.81 -1.96 0.15
O 5.36 2.30 -6.11
O -8.12 -3.08 -2.75
O -4.56 0.72 4.46
O 3.33 -1.44 4.15
O 1.85 6.01 4.41
O 1.58 -1.24 6.78
O -0.67 -6.62 -3.52
O -6.93 -0.94 -2.21
N -2.17 -4.35 -3.52
N -5.65 -3.20 -2.25
N 0.93 -0.45 4.36
N -2.25 0.90 3.32
N -0.45 1.28 -0.95
N 4.34 5.20 3.65
N 6.98 1.02 -4.57
C 4.73 2.19 -3.59
C -0.27 -5.06 -1.49
C 7.67 -1.71 -5.18
C 3.82 6.29 6.27
C 2.74 5.63 1.36
C -2.28 -0.83 -1.05
C -4.83 -4.45 0.08
C -3.58 -1.50 3.28
C -2.62 -2.93 -5.76
C -0.87 3.19 3.55
C 1.73 -2.05 2.18
C 0.14 0.90 6.71
C -6.64 -1.80 -4.54
C 0.96 3.45 -1.54
Li -3.83 -3.57 -2.86
Li -1.87 2.60 -0.85
Li -0.61 -0.04 3.15

***

39
Properties=species:S:1:pos:R:3 method="wB97M-V/def2-TZVPD" e_homo_ev=-12.554 total_charge=+1 e_lumo_ev=-4.725
Br -2.17 -0.54 0.55
Br 5.92 -0.57 0.27
F 5.05 1.38 2.81
F 1.45 1.31 -2.43
F 4.93 -0.92 3.42
F 0.95 0.15 5.37
F 2.32 1.98 4.06
F 4.19 1.31 5.38
F 2.31 -1.70 4.49
F 2.91 -0.51 6.57
O 0.67 -0.31 2.41
O 3.36 -1.35 -1.92
O -2.34 2.20 1.62
O -3.58 0.19 -2.24
N -4.45 -1.58 -3.19
C -5.58 -1.20 -4.07
C 1.06 0.96 0.17
C -1.59 1.37 0.85
C 3.95 -0.29 0.43
C -0.19 2.04 0.25
C 1.57 0.18 1.56
C 4.06 0.27 3.10
C 1.80 0.65 -1.12
C -3.44 -0.59 -3.17
C 3.22 0.06 1.71
C 2.35 -0.39 5.17
C 3.18 0.78 4.38
C 3.06 -0.45 -0.98
C -2.30 -0.61 -4.14
H -1.93 0.40 -4.28
H -6.29 -2.03 -4.05
H -1.51 -1.25 -3.75
H -4.04 -2.47 -3.49
H 0.13 2.84 1.07
H -2.65 -0.99 -5.10
H -0.36 2.64 -0.74
H -4.78 -1.61 -2.22
H -6.04 -0.29 -3.67
H -5.20 -1.05 -5.08

***

no.,E (Ha),maximum force (hartree/bohr)
1,-1921.09789,0.03561
2,-16452.24205,0.10169
3,-3191.48189,0.07462
4,-2165.89939,0.05363
5,-5578.94878,0.02484
6,-4632.38606,0.01345
7,-886.51204,0.12319
8,-890.72354,0.06220
9,-1138.45210,0.08924
10,-1398.41479,0.02911
11,-12815.16256,0.09939
12,-6841.42520,0.19078